Record 1
The following is a DFT calculation (ωB97M-V/def2-TZVPD) of an isolated molecule of C2H4BrClN2S.

* ⟨S²⟩: 2.010
* HOMO-LUMO gap (spin up / spin down): 5.8 / 6.8 eV
* lowest unoccupied orbital energy (spin up / spin down): 0.316 / -2.272 eV
* DFT total energy: -3620.30493 Ha
* strongest force on any atom: 3.8 eV Å⁻¹
* energy above the lowest of the compared OMol25 structures with the same formula, charge and spin: 29.1 kcal/mol

The geometry in ORCA input format:
```
! RIJCOSX wB97M-V def2-TZVPD def2/J DEFGRID3
* xyz 0 3
C -0.090 -0.360 -1.204
Cl 0.352 -0.787 -2.720
S -2.260 0.174 -1.158
C 1.467 -0.255 0.666
H 1.812 0.748 1.008
H -1.478 1.488 0.393
N -2.178 0.734 0.369
H -2.325 0.104 1.176
H 1.202 -0.756 1.704
Br 3.173 -1.091 -0.142
N 0.324 0.002 -0.092
*
```

Mulliken population analysis, charges in e, atoms 1 to 6:
1 C 0.434
2 Cl -0.127
3 S -0.101
4 C -0.534
5 H 0.336
6 H 0.314


Record 2
The following is a DFT calculation (ωB97M-V/def2-TZVPD) of a cluster of 2 separate species, C2H4BrClO2S in total.

* HOMO-LUMO gap: 8.8 eV
* lowest unoccupied orbital energy: -0.643 eV
* DFT total energy: -3661.34701 Ha
* strongest force on any atom: 4.3 eV Å⁻¹
* energy above the lowest of the compared OMol25 structures with the same formula, charge and spin: 50.7 kcal/mol

The geometry in ORCA input format:
```
! RIJCOSX wB97M-V def2-TZVPD def2/J DEFGRID3
* xyz 0 1
Br -4.549 -2.547 -0.304
H 0.322 -0.037 -1.411
H 0.541 -1.652 -1.173
H -1.067 -0.957 -1.140
C -0.021 -0.793 -0.861
O -3.196 2.234 -1.350
O -3.820 -0.068 -0.317
S -2.996 1.547 -0.140
H 0.038 -0.435 0.153
Cl -4.376 2.187 1.236
C -3.692 -1.075 0.515
*
```

Mulliken population analysis, charges in e, atoms 1 to 6:
1 Br -0.084
2 H 0.371
3 H 0.308
4 H 0.129
5 C -1.061
6 O -0.357


Record 3
The following is a DFT calculation (ωB97M-V/def2-TZVPD) of an isolated molecule of C2H4BrClO2S.

* HOMO-LUMO gap (spin up / spin down): 7.5 / 7.5 eV
* lowest unoccupied orbital energy (spin up / spin down): -1.811 / -1.812 eV
* DFT total energy: -3661.29503 Ha
* strongest force on any atom: 3.4 eV Å⁻¹
* energy above the lowest of the compared OMol25 structures with the same formula, charge and spin: 83.4 kcal/mol

The geometry in ORCA input format:
```
! RIJCOSX wB97M-V def2-TZVPD def2/J DEFGRID3
* xyz 0 1
C -0.800 -0.299 -1.143
C 1.621 -0.278 0.730
O -0.768 0.974 0.985
H 2.507 0.239 0.823
Cl -4.089 0.218 -0.368
H 1.822 -1.084 0.087
O 0.862 1.846 -0.642
S 0.216 0.727 -0.007
H 1.319 -0.414 1.768
H -0.364 -0.910 -1.882
Br -2.327 -1.018 -0.352
*
```

Mulliken population analysis, charges in e, atoms 1 to 6:
1 C -0.631
2 C -0.976
3 O -0.622
4 H 0.380
5 Cl -0.195
6 H 0.326


Record 4
The following is a DFT calculation (ωB97M-V/def2-TZVPD) of a cluster of 2 separate species, C2H4BrF2N in total.

* ⟨S²⟩: 2.008
* HOMO-LUMO gap (spin up / spin down): 5.9 / 9.3 eV
* lowest unoccupied orbital energy (spin up / spin down): 0.448 / -2.031 eV
* DFT total energy: -2906.91715 Ha
* strongest force on any atom: 9.8 eV Å⁻¹
* energy above the lowest of the compared OMol25 structures with the same formula, charge and spin: 0.0 kcal/mol

The geometry in ORCA input format:
```
! RIJCOSX wB97M-V def2-TZVPD def2/J DEFGRID3
* xyz 0 3
H -0.297 -1.062 0.623
C 1.014 0.731 0.042
C -0.319 0.785 0.241
H -0.581 -1.434 -1.152
N -1.023 -0.329 0.687
H -0.930 1.696 0.105
F -0.447 -1.171 -2.049
F 1.717 1.871 -0.346
H -1.343 -0.322 1.680
Br 2.210 -0.765 0.168
*
```

Mulliken population analysis, charges in e, atoms 1 to 6:
1 H 0.177
2 C 0.249
3 C -0.240
4 H 0.442
5 N -0.530
6 H 0.394


Record 5
The following is a DFT calculation (ωB97M-V/def2-TZVPD) of a cluster of 2 separate species, C2H4BrFO3 in total.

* SMILES: O=C(O)O.FCBr
* HOMO-LUMO gap: 10.8 eV
* lowest unoccupied orbital energy: 0.493 eV
* DFT total energy: -2978.20776 Ha
* strongest force on any atom: 3.3 eV Å⁻¹
* energy above the lowest of the compared OMol25 structures with the same formula, charge and spin: 2.1 kcal/mol

The geometry in ORCA input format:
```
! RIJCOSX wB97M-V def2-TZVPD def2/J DEFGRID3
* xyz 0 1
H -0.850 2.407 1.082
O -1.787 0.506 -1.090
H 2.345 -2.141 0.318
C 1.442 -1.376 0.040
C -1.325 0.961 0.097
O -1.264 2.270 0.190
H -1.654 -0.434 -1.115
H 0.792 -0.995 0.848
O -0.894 0.156 0.924
Br 2.347 0.402 -0.141
F 0.849 -1.757 -1.151
*
```

Mulliken population analysis, charges in e, atoms 1 to 6:
1 H 0.376
2 O -0.449
3 H 0.295
4 C -0.112
5 C 0.748
6 O -0.424


Record 6
The following is a DFT calculation (ωB97M-V/def2-TZVPD) of a structure of composition C2H4BrI.

* HOMO-LUMO gap: 9.3 eV
* lowest unoccupied orbital energy: -0.103 eV
* DFT total energy: -2950.24436 Ha
* strongest force on any atom: 4.9 eV Å⁻¹
* energy above the lowest of the compared OMol25 structures with the same formula, charge and spin: 42.3 kcal/mol

The geometry in ORCA input format:
```
! RIJCOSX wB97M-V def2-TZVPD def2/J DEFGRID3
* xyz 0 1
C -0.436 0.394 0.642
H 0.425 -1.489 -0.770
C 0.641 -0.416 -0.732
H 0.393 0.773 1.335
H 0.327 0.186 -1.545
I -1.704 1.829 -0.329
H 1.590 -0.161 -0.217
Br -1.236 -1.117 1.617
*
```

Mulliken population analysis, charges in e, atoms 1 to 6:
1 C -0.447
2 H 0.310
3 C -0.837
4 H 0.389
5 H 0.337
6 I 0.114


Record 7
The following is a DFT calculation (ωB97M-V/def2-TZVPD) of an isolated molecule of C2H4BrN.

* SMILES: C/N=C/Br
* HOMO-LUMO gap: 10.9 eV
* lowest unoccupied orbital energy: 0.791 eV
* DFT total energy: -2707.31017 Ha
* strongest force on any atom: 5.8 eV Å⁻¹
* energy above the lowest of the compared OMol25 structures with the same formula, charge and spin: 30.7 kcal/mol

The geometry in ORCA input format:
```
! RIJCOSX wB97M-V def2-TZVPD def2/J DEFGRID3
* xyz 0 1
H 1.071 -0.074 0.657
H -0.062 -1.343 0.944
C 0.131 -0.338 0.495
N 0.260 -0.709 -1.171
H -1.754 -0.645 -1.217
H -0.525 0.556 0.569
Br -1.075 -1.270 -3.607
C -0.844 -0.764 -1.734
*
```

Mulliken population analysis, charges in e, atoms 1 to 6:
1 H 0.299
2 H 0.298
3 C -0.739
4 N -0.391
5 H 0.396
6 H 0.338


Record 8
The following is a DFT calculation (ωB97M-V/def2-TZVPD) of a cluster of 2 separate species, C2H4BrN in total.

* HOMO-LUMO gap (spin up / spin down): 8.8 / 8.6 eV
* lowest unoccupied orbital energy (spin up / spin down): -0.666 / -0.558 eV
* DFT total energy: -2707.20143 Ha
* strongest force on any atom: 3.2 eV Å⁻¹
* energy above the lowest of the compared OMol25 structures with the same formula, charge and spin: 98.9 kcal/mol

The geometry in ORCA input format:
```
! RIJCOSX wB97M-V def2-TZVPD def2/J DEFGRID3
* xyz 0 1
C -1.506 -0.189 -0.208
H -1.025 -0.945 0.339
C 1.726 0.478 0.272
H 2.459 0.410 -0.588
H 0.738 1.023 -0.010
Br 1.356 -1.255 1.076
N -1.194 0.955 -0.429
H -2.554 -0.477 -0.453
*
```

Mulliken population analysis, charges in e, atoms 1 to 6:
1 C 0.032
2 H 0.082
3 C -0.498
4 H 0.281
5 H 0.374
6 Br -0.093


Record 9
The following is a DFT calculation (ωB97M-V/def2-TZVPD) of a cluster of 2 separate species, C2H4BrNO2 in total.

* SMILES: O=C1O[C@H]1Br.N
* HOMO-LUMO gap: 10.3 eV
* lowest unoccupied orbital energy: 0.572 eV
* DFT total energy: -2857.79108 Ha
* strongest force on any atom: 5.1 eV Å⁻¹
* energy above the lowest of the compared OMol25 structures with the same formula, charge and spin: 43.2 kcal/mol

The geometry in ORCA input format:
```
! RIJCOSX wB97M-V def2-TZVPD def2/J DEFGRID3
* xyz 0 1
H 0.378 -1.770 0.258
O -0.491 2.301 -0.852
Br -2.719 0.607 -1.127
H -1.519 1.660 0.917
H 1.924 -1.374 0.251
C -1.283 1.267 -0.129
H 1.450 -2.523 1.382
O 0.966 0.385 -0.895
N 1.235 -1.646 0.837
C 0.058 1.092 -0.643
*
```

Mulliken population analysis, charges in e, atoms 1 to 6:
1 H 0.200
2 O -0.340
3 Br -0.075
4 H 0.292
5 H 0.204
6 C -0.100


Record 10
The following is a DFT calculation (ωB97M-V/def2-TZVPD) of an isolated molecule of C2H4BrNO2.

* HOMO-LUMO gap: 8.6 eV
* lowest unoccupied orbital energy: 0.112 eV
* DFT total energy: -2857.63729 Ha
* strongest force on any atom: 2.5 eV Å⁻¹
* energy above the lowest of the compared OMol25 structures with the same formula, charge and spin: 139.7 kcal/mol

The geometry in ORCA input format:
```
! RIJCOSX wB97M-V def2-TZVPD def2/J DEFGRID3
* xyz 0 1
O 3.430 -1.191 0.040
H 1.319 -1.385 0.146
H -1.566 1.541 0.037
C -1.843 0.440 0.197
H -2.482 0.231 -0.627
Br 1.728 1.001 -0.159
C 2.318 -0.809 0.158
N 0.119 0.243 -1.015
O -0.633 -0.294 0.004
H -2.391 0.224 1.219
*
```

Mulliken population analysis, charges in e, atoms 1 to 6:
1 O -0.336
2 H 0.357
3 H 0.209
4 C -0.460
5 H 0.252
6 Br 0.127